DFT (ωB97M-V/def2-TZVPD) results for a structure of composition C50H37BrF4MnN5O2PS in a non-equilibrium geometry.

* DFT total energy: -7215.837689 Ha
* net charge: 0
* gap between HOMO and LUMO (alpha / beta): 6.17 / 6.02 eV
* E_LUMO (alpha / beta): -0.4 / -0.5 eV
* multiplicity: 6
* energy above the lowest of the compared OMol25 structures with the same formula, charge and spin: 37.15 kcal/mol

```
102
C50H37BrF4MnN5O2PS, DFT ωB97M-V/def2-TZVPD
Mn -0.01 0.00 0.17
F 5.18 -6.04 -0.57
C 4.53 -4.93 -0.19
C 5.22 -3.74 0.06
F 6.56 -3.73 0.01
C 4.53 -2.60 0.39
F 5.25 -1.50 0.66
C 3.13 -2.55 0.48
P 2.26 -0.94 0.62
C 3.36 0.05 -0.45
C 3.93 -0.47 -1.60
C 4.76 0.32 -2.38
C 5.01 1.63 -2.02
C 4.40 2.17 -0.90
C 3.57 1.39 -0.13
C 2.82 -0.58 2.33
C 3.98 0.13 2.67
C 4.36 0.22 3.99
C 3.60 -0.36 4.99
C 2.44 -1.05 4.66
C 2.06 -1.16 3.34
C 2.47 -3.80 0.39
Br 0.69 -3.98 0.97
C 3.15 -4.95 0.03
F 2.49 -6.11 -0.09
H 3.73 -1.49 -1.89
H 5.22 -0.10 -3.27
H 5.68 2.23 -2.62
H 4.58 3.20 -0.63
H 3.06 1.81 0.73
H 4.58 0.59 1.90
H 5.27 0.75 4.24
H 3.92 -0.28 6.02
H 1.84 -1.51 5.44
H 1.15 -1.69 3.07
C -0.17 -2.73 -2.25
C 0.64 -1.65 -2.88
C 1.30 -1.89 -4.11
C 1.98 -0.88 -4.72
C 1.99 0.40 -4.13
C 2.63 1.50 -4.72
C 2.60 2.73 -4.11
C 1.93 2.90 -2.90
C 1.31 1.84 -2.28
S 0.53 2.05 -0.75
C 1.33 0.55 -2.88
N 0.71 -0.48 -2.27
H -1.15 -2.77 -2.74
H -0.33 -2.51 -1.20
H 0.30 -3.70 -2.38
H 1.24 -2.88 -4.54
H 2.50 -1.05 -5.65
H 3.14 1.37 -5.66
H 3.12 3.57 -4.54
H 1.90 3.87 -2.43
C -5.74 4.65 -0.99
O -6.65 3.84 -1.70
C -6.80 2.55 -1.30
C -7.59 1.73 -2.11
C -7.72 0.39 -1.86
C -7.01 -0.20 -0.79
C -6.32 0.65 0.09
C -6.22 2.00 -0.15
N -7.00 -1.55 -0.70
N -6.15 -2.23 -0.05
C -4.84 -2.09 0.12
C -4.21 -2.81 1.15
C -2.90 -2.63 1.49
C -2.11 -1.67 0.82
O -0.88 -1.39 1.10
C -2.70 -0.98 -0.28
N -1.88 -0.08 -0.89
C -2.30 0.51 -2.00
C -3.52 0.18 -2.59
C -4.38 -0.70 -1.96
C -4.01 -1.25 -0.73
H -5.62 5.56 -1.58
H -4.77 4.16 -0.90
H -6.11 4.90 0.00
H -8.07 2.19 -2.96
H -8.31 -0.24 -2.51
H -5.86 0.23 0.98
H -5.68 2.62 0.55
H -4.83 -3.50 1.72
H -2.44 -3.20 2.28
H -1.64 1.25 -2.43
H -3.78 0.62 -3.54
H -5.31 -0.97 -2.43
C 0.98 2.50 6.20
C 0.63 2.02 4.83
C -0.22 0.94 4.61
C -0.51 0.55 3.32
N -0.02 1.15 2.24
C 0.77 2.20 2.45
C 1.13 2.66 3.70
H 0.58 1.84 6.96
H 0.57 3.50 6.36
H 2.06 2.56 6.31
H -0.66 0.41 5.44
H -1.16 -0.30 3.14
H 1.13 2.72 1.57
H 1.79 3.50 3.79
```